Entry from the OMol25 dataset: a structure of composition Br2H8O4Pt (ωB97M-V/def2-TZVPD).

```
15
Properties=species:S:1:pos:R:3:forces:R:3
Pt 8.652 17.972 -19.795 0.0 0.0 0.0
Br 7.075 14.207 -22.438 0.0 0.0 0.0
Br 10.153 21.565 -16.897 0.0 0.0 0.0
O 6.755 20.591 -22.612 0.0 -0.1 0.2
H 6.763 20.398 -23.550 0.0 -0.1 -0.2
H 6.491 21.509 -22.558 -0.1 0.2 0.1
O 4.868 17.326 -17.795 0.2 0.0 -0.1
H 4.108 16.986 -18.268 -0.2 -0.1 -0.2
H 4.523 17.579 -16.938 0.0 0.1 0.2
O 11.557 15.551 -18.022 -0.2 0.1 0.0
H 11.924 14.760 -18.418 0.1 -0.2 -0.2
H 12.149 15.753 -17.297 0.1 0.1 0.2
O 11.923 18.557 -22.424 -0.1 -0.1 0.2
H 12.517 19.304 -22.358 0.1 0.2 0.1
H 11.865 18.379 -23.363 -0.1 -0.1 -0.2
```
Positions in Å, forces in eV/Å.

Computed properties:
**Total energy**: -5572.836422 Eh
**Multiplicity**: 3
**E_LUMO (alpha / beta)**: -0.01027 / -0.12627 hartree
**Orbital gap (alpha / beta)**: 6.70 / 3.54 eV